C32H51BrF13I2N4O8S2 | ωB97M-V/def2-TZVPD

```
113
C32H51BrF13I2N4O8S2 (ωB97M-V/def2-TZVPD)
C 3.41433 -2.53627 4.05439
N 2.97108 -1.25738 3.44531
C 2.93660 -1.42462 1.97675
C 1.71151 -0.69559 1.35762
C 0.48620 -1.48593 1.97227
C -0.14796 -0.93362 3.23985
O 0.33553 -0.50063 4.18614
Br -2.13820 -1.01527 3.26489
N 1.69704 0.75040 1.69656
C 2.97641 1.48992 1.42467
C 3.01300 2.68475 2.39252
N 3.28131 2.47169 3.58743
C 0.56275 1.53194 1.06482
C -0.47557 2.04664 2.11551
C -0.45597 3.60682 2.18385
C -1.14921 4.15965 3.45725
C -0.43967 5.48487 3.86663
S -0.39688 6.66440 2.49740
O -1.44601 6.43186 1.55491
O -0.47231 7.97809 3.03056
O 1.05577 6.48901 1.81490
C -0.22331 0.78004 -0.04180
C -0.88445 1.78434 -1.04669
C -2.38802 1.45803 -1.13987
C -3.13016 2.40757 -2.06070
F -2.45819 2.42244 -3.23913
F -2.99139 3.65873 -1.57860
C -4.61179 2.08137 -2.38002
F -5.27205 3.20278 -2.66372
F -4.64823 1.35126 -3.49034
C -5.43831 1.29748 -1.31079
F -6.65460 1.17802 -1.85530
F -4.96057 0.05187 -1.23845
C -5.65701 2.02369 0.04844
F -6.60651 2.89967 -0.15320
F -4.62187 2.75170 0.43272
S -6.17647 0.95183 1.51897
F -6.95718 -0.05784 0.60087
F -7.52092 1.78388 1.68375
F -5.50014 2.00331 2.51260
F -4.82381 0.13127 1.46402
F -6.60725 0.09648 2.77296
N 0.44395 -0.29823 -0.75462
C 1.63259 -0.91436 -0.19764
C 1.37034 -2.45765 -0.49667
O 1.48039 -2.58356 -1.90394
O 1.65018 -3.94044 -2.14879
C 2.98117 -0.68835 -0.96549
I 4.53356 -2.19837 -0.89328
C 3.26875 0.35007 -1.74406
C 2.31680 1.48869 -2.03964
I 5.11497 0.58974 -2.80436
H 3.59922 -2.36388 5.11737
H 4.35096 -2.87803 3.58816
H 2.61602 -3.27423 3.93703
H 3.70060 -0.58256 3.65703
H 3.89237 -1.04828 1.59740
H 2.91363 -2.49406 1.77385
H -0.32218 -1.53611 1.24084
H 0.78304 -2.52159 2.15945
H 1.57727 0.88806 2.71394
H 3.06188 1.91218 0.42671
H 3.88938 0.94007 1.64923
H 2.84985 3.71723 2.05656
H 3.30378 3.34216 4.11894
H 0.92589 2.45805 0.61344
H -1.50085 1.77992 1.85123
H -0.27663 1.68430 3.13211
H 0.53621 4.02681 1.99470
H -1.08183 3.93149 1.34282
H -1.17449 3.44636 4.28415
H -2.16705 4.46199 3.19151
H 0.59622 5.21385 4.10212
H -0.92171 5.98675 4.70468
H 1.01366 6.81525 0.89858
H -1.09225 0.32234 0.46388
H -0.74751 2.78328 -0.61329
H -0.44206 1.72781 -2.03987
H -2.80321 1.36244 -0.13364
H -2.45106 0.45425 -1.58840
H 0.42482 -0.24880 -1.76474
H 0.33593 -2.73331 -0.26772
H 2.04582 -3.12712 0.04103
H 2.39263 -4.01858 -2.76866
H 1.82334 1.94874 -1.18485
H 2.81878 2.27955 -2.60264
H 1.53073 1.10934 -2.70030
C 1.46659 -0.14288 -6.41282
C 0.74190 -1.48331 -6.38400
C 0.79817 -1.84049 -4.90512
O 0.79107 -0.60002 -4.18562
C 1.01332 0.47891 -5.10481
H 1.22701 0.47046 -7.27980
H 2.54752 -0.30444 -6.39751
H -0.29613 -1.35116 -6.69798
H 1.19566 -2.24150 -7.02011
H 1.72496 -2.37034 -4.65824
H -0.04580 -2.45179 -4.58501
H 0.06661 1.01698 -5.22442
H 1.75089 1.16445 -4.68358
C 0.06992 -7.41805 -0.92689
C 1.32721 -7.77043 -0.14279
C 1.53022 -6.51862 0.69393
O 0.23106 -5.96944 0.94092
C -0.72601 -6.62484 0.09719
H -0.46989 -8.28514 -1.30439
H 0.32791 -6.77960 -1.77591
H 1.13355 -8.62759 0.50628
H 2.18567 -8.00677 -0.77015
H 2.11590 -5.76813 0.14845
H 2.02541 -6.72363 1.64469
H -1.33494 -7.28386 0.72409
H -1.37911 -5.88060 -0.36044
```

Summary:
E_HOMO = -0.41860 Eh
DFT total energy = -7334.36423 Eh
charge = +1